C3H7OS as an isolated structure at a distorted geometry, computed with the ωB97M-V functional and the def2-TZVPD basis.

Each line ends with the natural charge from an NBO analysis.
Element x y z (Å)
O 1.5483 -1.5718 -0.5307  -0.756
C 1.9374 -0.5970 0.1602  0.147
H 2.2688 0.2747 -0.4262  0.099
H 2.5116 -0.7875 1.0797  0.099
C -1.1282 -0.0273 -0.7569  -0.624
C -1.1061 0.6687 0.5932  -0.505
S 0.5558 0.8652 1.3411  -0.417
H -0.8723 -1.0712 -0.5851  0.230
H -0.3691 0.3892 -1.4232  0.202
H -2.0842 0.1307 -1.2727  0.172
H -1.6803 0.0644 1.3005  0.178
H -1.5818 1.6618 0.5201  0.174

Charge: -1
Gap between HOMO and LUMO in eV: 7.100
Energy relative to the best compared isomer or geometry (same formula, charge and spin) in eV: 1.2238


One molecule with the formula C4H4N2O2 at a distorted geometry, computed with the ωB97M-V functional and the def2-TZVPD basis.

Each line ends with the natural charge from an NBO analysis.
Element x y z (Å)
C 1.2216 -1.5018 -0.6033  -0.510
C 0.4411 -0.5302 -0.1347  0.342
N -0.9817 -0.6202 0.0062  -0.622
C -1.4813 0.6665 0.2902  0.562
O -2.6119 1.0762 0.1826  -0.506
C -0.3232 1.5058 0.6101  0.549
O -0.3797 2.6626 1.0213  -0.517
N 0.7906 0.7249 0.4427  -0.603
H 2.2961 -1.3590 -0.6348  0.214
H 0.8592 -2.4259 -0.9426  0.219
H -1.5939 -1.3274 -0.4994  0.435
H 1.7631 1.1283 0.2616  0.436

Charge: 0
Gap between HOMO and LUMO in eV: 9.228
Structure (SMILES): C=C1NC(=O)C(=O)N1
Energy relative to the best compared isomer or geometry (same formula, charge and spin) in eV: 0.7200


One molecule with the formula C3H4N2O at a distorted geometry, computed with the ωB97M-V functional and the def2-TZVPD basis.

Each line ends with the natural charge from an NBO analysis.
Element x y z (Å)
N 2.1800 1.3292 0.4273  -0.291
C 1.2411 0.6551 0.4187  0.251
C 0.0648 -0.2287 0.2909  -0.257
N 0.0478 -1.0040 -0.9407  -0.792
C -1.2281 0.5903 0.4018  0.442
O -1.2589 1.7904 0.4521  -0.475
H 0.0505 -0.9381 1.1283  0.247
H 0.7323 -1.7518 -0.8886  0.374
H 0.3155 -0.4145 -1.7242  0.373
H -2.1450 -0.0281 0.4345  0.129

Charge: 0
Gap between HOMO and LUMO in eV: 10.956
Structure (SMILES): N#C[C@H](N)C=O
Energy relative to the best compared isomer or geometry (same formula, charge and spin) in eV: 1.4495


C16H29CaCl3N4O3P2Si as an isolated structure at a distorted geometry, computed with the ωB97M-V functional and the def2-TZVPD basis.

Each line ends with the natural charge from an NBO analysis.
Element x y z (Å)
Ca -0.0860 0.0194 0.2277  1.714
C 2.0447 -3.0522 1.8256  -0.413
N 0.9594 -2.4339 2.6048  -0.835
C -0.0490 -3.3726 3.0914  -0.404
P 1.1029 -0.8799 3.0040  2.524
O 1.3704 0.0479 1.8545  -1.180
O -0.3259 -0.5434 3.6981  -1.111
P -1.7378 -0.1704 2.9719  2.517
O -1.6921 -0.6285 1.5415  -1.195
N -1.8672 1.4070 3.2967  -0.827
C -3.0058 2.1080 2.6627  -0.419
C -0.7133 2.3048 3.4959  -0.411
N -2.9342 -0.9516 3.7236  -0.815
C -3.2203 -0.7382 5.1371  -0.405
C -3.5185 -2.1690 3.1551  -0.408
N 2.2273 -0.6949 4.1550  -0.810
C 2.1432 -1.5521 5.3360  -0.409
C 2.8371 0.6129 4.4050  -0.410
H 2.5610 -3.7891 2.4457  0.187
H 2.7571 -2.3015 1.4891  0.230
H 1.6232 -3.5257 0.9400  0.234
H 0.4505 -4.2049 3.5966  0.191
H -0.6298 -3.7607 2.2543  0.227
H -0.7185 -2.8983 3.8031  0.208
H -3.8679 1.4469 2.5812  0.212
H -2.7231 2.4708 1.6730  0.234
H -3.2812 2.9529 3.2944  0.204
H 0.0496 1.8186 4.0965  0.202
H -1.0742 3.1738 4.0468  0.204
H -0.2950 2.6339 2.5424  0.237
H -2.7984 0.2049 5.4764  0.224
H -2.8082 -1.5512 5.7415  0.189
H -4.2988 -0.7032 5.2971  0.204
H -3.2302 -2.2896 2.1160  0.252
H -4.6062 -2.1082 3.2108  0.201
H -3.1950 -3.0509 3.7148  0.184
H 1.7530 -2.5340 5.0741  0.213
H 1.5000 -1.1129 6.1047  0.190
H 3.1386 -1.6966 5.7558  0.210
H 2.8389 1.2112 3.4984  0.242
H 3.8693 0.4653 4.7241  0.205
H 2.3054 1.1533 5.1948  0.183
C -0.4516 2.2827 -0.2027  -0.580
C -0.7244 3.4628 0.0005  -0.225
C -1.0727 4.8330 0.2687  -0.131
C -2.3539 5.3172 -0.0160  -0.139
C -2.6983 6.6297 0.2720  -0.232
C -1.7710 7.4871 0.8504  -0.226
C -0.4940 7.0207 1.1342  -0.215
C -0.1474 5.7087 0.8469  -0.187
H -3.0719 4.6508 -0.4770  0.209
H -3.6931 6.9885 0.0387  0.210
H -2.0389 8.5123 1.0720  0.210
H 0.2382 7.6850 1.5764  0.210
H 0.8502 5.3452 1.0587  0.215
Cl 1.5674 -1.3537 -1.3937  -0.592
Si -0.6060 -1.7702 -2.0667  0.693
Cl -0.9687 -3.3306 -0.5476  -0.546
Cl -0.2013 -2.9818 -3.7497  -0.446

Charge: 0
Gap between HOMO and LUMO in eV: 7.863


no.,highest occupied orbital energy (eV),calculated total energy (eV)
1,-2.96,-16107.054
2,-9.35,-11287.820
3,-10.58,-8202.436
4,-7.72,-111636.432